Density functional theory data (the ωB97M-V functional and the def2-TZVPD basis) for 2 unconnected molecules or ions with the total composition C9H14.

Structure (ORCA input):
```
! RIJCOSX wB97M-V def2-TZVPD def2/J DEFGRID3
* xyz 0 1
C -1.27 1.06 -2.62
C 1.77 1.51 0.34
C 0.52 2.06 0.56
C 2.02 0.81 -0.83
C -0.51 1.82 -0.35
C 1.02 0.64 -1.76
C -0.29 1.08 -1.49
H 2.53 1.74 1.07
H 0.32 2.69 1.41
H 2.98 0.36 -1.04
H -1.51 2.14 -0.12
H 1.21 0.07 -2.66
H -1.09 1.82 -3.34
H -2.31 1.21 -2.31
H -1.39 0.12 -3.17
C -0.64 -3.10 2.06
C -0.39 -1.61 2.02
H -0.98 -3.58 1.15
H 0.25 -3.67 2.37
H -1.34 -3.53 2.79
H -1.15 -0.95 2.43
H -0.30 -1.33 0.98
H 0.54 -1.36 2.52
*
```

Properties
Highest occupied orbital energy   -9.0873 eV
HOMO-LUMO gap   0.37011 Ha
LUMO energy   0.984 eV
Structure (SMILES)   Cc1ccccc1.CC

How is the electron density shared among the atoms? According to Löwdin, the charges in e are: atom 1 (C): -0.07, atom 2 (C): -0.10, atom 3 (C): -0.09, atom 4 (C): -0.09, atom 5 (C): -0.06, atom 6 (C): -0.05, atom 7 (C): -0.28, atom 8 (H): 0.10, atom 9 (H): 0.10, atom 10 (H): 0.10, atom 11 (H): 0.11, atom 12 (H): 0.11, atom 13 (H): 0.07, atom 14 (H): 0.07, atom 15 (H): 0.08, atom 16 (C): -0.18, atom 17 (C): -0.16, atom 18 (H): 0.06, atom 19 (H): 0.06, atom 20 (H): 0.06, atom 21 (H): 0.06, atom 22 (H): 0.05, atom 23 (H): 0.06

***

Density functional theory data (the ωB97M-V functional and the def2-TZVPD basis) for 2 unconnected molecules or ions with the total composition C9H14.

Structure (ORCA input):
```
! RIJCOSX wB97M-V def2-TZVPD def2/J DEFGRID3
* xyz 0 1
C -0.18 -2.07 -1.96
C -0.43 0.42 -1.63
C -0.78 -0.88 -1.25
C -0.99 1.51 -0.99
C -1.92 1.33 0.03
C -1.72 -1.05 -0.24
C -2.28 0.05 0.40
H 0.31 0.56 -2.41
H -0.70 2.51 -1.29
H -0.26 -2.96 -1.35
H 0.87 -1.90 -2.18
H -2.36 2.18 0.54
H -1.99 -2.05 0.07
H -3.00 -0.11 1.19
H -0.69 -2.27 -2.91
C 2.08 0.21 1.08
C 1.94 0.97 2.40
H 1.13 -0.23 0.79
H 2.41 0.89 0.29
H 2.82 -0.59 1.17
H 2.91 1.33 2.75
H 1.54 0.32 3.18
H 1.28 1.83 2.30
*
```

Properties
Highest occupied orbital energy   -9.0729 eV
HOMO-LUMO gap   0.37132 Ha
LUMO energy   1.031 eV
Structure (SMILES)   Cc1ccccc1.CC

How is the electron density shared among the atoms? According to Löwdin, the charges in e are: atom 1 (C): -0.05, atom 2 (C): -0.07, atom 3 (C): -0.30, atom 4 (C): -0.09, atom 5 (C): -0.10, atom 6 (C): -0.06, atom 7 (C): -0.09, atom 8 (H): 0.11, atom 9 (H): 0.10, atom 10 (H): 0.07, atom 11 (H): 0.08, atom 12 (H): 0.10, atom 13 (H): 0.11, atom 14 (H): 0.10, atom 15 (H): 0.08, atom 16 (C): -0.16, atom 17 (C): -0.17, atom 18 (H): 0.04, atom 19 (H): 0.06, atom 20 (H): 0.06, atom 21 (H): 0.06, atom 22 (H): 0.06, atom 23 (H): 0.06

***

Density functional theory data (the ωB97M-V functional and the def2-TZVPD basis) for 2 unconnected molecules or ions with the total composition C9H14.

Structure (ORCA input):
```
! RIJCOSX wB97M-V def2-TZVPD def2/J DEFGRID3
* xyz 0 1
C -0.61 1.17 -3.34
C 1.21 1.06 0.48
C 0.15 1.92 0.32
C 1.65 0.07 -0.54
C -0.48 1.88 -1.04
C 0.91 -0.06 -1.72
C -0.13 0.90 -1.98
H 1.77 1.38 1.42
H -0.35 2.53 0.95
H 2.59 -0.46 -0.23
H -1.38 2.49 -1.05
H 1.06 -1.07 -2.39
H -1.50 1.57 -3.43
H -0.63 0.36 -3.99
H 0.22 1.96 -3.80
C -1.29 -2.14 2.79
C 0.07 -1.78 2.46
H -1.46 -2.32 3.82
H -1.96 -1.13 2.40
H -1.61 -3.15 2.22
H 0.49 -0.75 2.19
H 0.44 -2.19 1.52
H 0.85 -2.25 2.96
*
```

Properties
Highest occupied orbital energy   -8.7493 eV
HOMO-LUMO gap   0.35719 Ha
LUMO energy   0.970 eV
Structure (SMILES)   Cc1ccccc1.CC

How is the electron density shared among the atoms? According to Löwdin, the charges in e are: atom 1 (C): -0.07, atom 2 (C): -0.13, atom 3 (C): -0.07, atom 4 (C): -0.09, atom 5 (C): -0.02, atom 6 (C): -0.07, atom 7 (C): -0.30, atom 8 (H): 0.12, atom 9 (H): 0.06, atom 10 (H): 0.11, atom 11 (H): 0.10, atom 12 (H): 0.16, atom 13 (H): 0.02, atom 14 (H): 0.05, atom 15 (H): 0.16, atom 16 (C): -0.19, atom 17 (C): -0.25, atom 18 (H): 0.03, atom 19 (H): 0.14, atom 20 (H): 0.11, atom 21 (H): 0.07, atom 22 (H): 0.06, atom 23 (H): 0.04

***

Density functional theory data (the ωB97M-V functional and the def2-TZVPD basis) for 2 unconnected molecules or ions with the total composition C9H14.

Structure (ORCA input):
```
! RIJCOSX wB97M-V def2-TZVPD def2/J DEFGRID3
* xyz 0 1
C -2.80 -0.10 0.71
C -0.02 0.32 3.18
C -1.27 0.26 2.58
C 1.11 -0.06 2.52
C -1.39 -0.09 1.26
C 0.93 -0.64 1.23
C -0.27 -0.53 0.54
H 0.10 0.73 4.19
H -2.10 0.65 3.17
H 2.09 0.07 2.95
H 1.82 -0.94 0.68
H -3.53 -0.47 1.42
H -2.94 -0.59 -0.24
H -0.33 -0.78 -0.51
H -3.04 0.95 0.51
C 1.45 -0.59 -2.85
C 1.38 0.93 -3.22
H 0.75 -1.27 -3.34
H 2.41 -1.00 -3.20
H 1.43 -0.71 -1.78
H 2.32 1.15 -3.73
H 0.48 1.18 -3.78
H 1.42 1.51 -2.30
*
```

Properties
Highest occupied orbital energy   -8.9516 eV
HOMO-LUMO gap   0.36617 Ha
LUMO energy   1.012 eV
Structure (SMILES)   Cc1ccccc1.CC

How is the electron density shared among the atoms? According to Löwdin, the charges in e are: atom 1 (C): -0.06, atom 2 (C): -0.11, atom 3 (C): -0.07, atom 4 (C): -0.09, atom 5 (C): -0.28, atom 6 (C): -0.08, atom 7 (C): -0.05, atom 8 (H): 0.10, atom 9 (H): 0.12, atom 10 (H): 0.10, atom 11 (H): 0.09, atom 12 (H): 0.08, atom 13 (H): 0.07, atom 14 (H): 0.09, atom 15 (H): 0.08, atom 16 (C): -0.16, atom 17 (C): -0.14, atom 18 (H): 0.06, atom 19 (H): 0.06, atom 20 (H): 0.02, atom 21 (H): 0.05, atom 22 (H): 0.06, atom 23 (H): 0.06

***

Density functional theory data (the ωB97M-V functional and the def2-TZVPD basis) for 2 unconnected molecules or ions with the total composition C9H14.

Structure (ORCA input):
```
! RIJCOSX wB97M-V def2-TZVPD def2/J DEFGRID3
* xyz 0 1
C 3.37 1.42 0.98
C 2.33 2.40 0.44
H 3.28 0.37 0.87
H 4.27 1.68 0.31
H 3.77 1.58 1.99
H 2.31 3.27 1.20
H 1.30 1.89 0.41
H 2.68 2.82 -0.53
C -0.06 -2.03 -1.61
C -1.64 0.25 0.88
C -0.59 -0.48 0.32
C -2.96 0.10 0.51
C -0.98 -1.41 -0.61
C -3.30 -0.99 -0.28
C -2.37 -1.78 -0.79
H -1.49 0.86 1.72
H 0.43 -0.01 0.60
H -3.76 0.72 0.83
H -4.29 -1.25 -0.27
H -0.26 -3.10 -1.64
H 1.00 -1.83 -1.43
H -2.49 -2.73 -1.29
H -0.56 -1.76 -2.60
*
```

Properties
Highest occupied orbital energy   -8.6839 eV
HOMO-LUMO gap   0.35608 Ha
LUMO energy   1.006 eV
Structure (SMILES)   Cc1ccccc1.CC

How is the electron density shared among the atoms? According to Löwdin, the charges in e are: atom 1 (C): -0.20, atom 2 (C): -0.18, atom 3 (H): 0.03, atom 4 (H): 0.08, atom 5 (H): 0.06, atom 6 (H): 0.09, atom 7 (H): 0.06, atom 8 (H): 0.06, atom 9 (C): -0.06, atom 10 (C): -0.10, atom 11 (C): -0.05, atom 12 (C): -0.08, atom 13 (C): -0.29, atom 14 (C): -0.11, atom 15 (C): -0.05, atom 16 (H): 0.08, atom 17 (H): 0.12, atom 18 (H): 0.10, atom 19 (H): 0.08, atom 20 (H): 0.07, atom 21 (H): 0.08, atom 22 (H): 0.11, atom 23 (H): 0.11

***

Density functional theory data (the ωB97M-V functional and the def2-TZVPD basis) for 2 unconnected molecules or ions with the total composition C9H14.

Structure (ORCA input):
```
! RIJCOSX wB97M-V def2-TZVPD def2/J DEFGRID3
* xyz 0 1
C 2.41 -0.95 0.50
C 2.63 -2.14 -0.44
H 2.52 -0.03 -0.07
H 1.38 -0.87 0.84
H 3.05 -0.93 1.38
H 1.73 -2.58 -0.85
H 3.39 -2.84 -0.11
H 3.11 -1.75 -1.36
C -1.06 2.22 -1.65
C -1.65 0.82 1.83
C -1.77 -0.53 1.58
C -1.33 1.69 0.78
C -1.27 1.25 -0.53
C -1.41 -1.00 0.32
C -1.18 -0.14 -0.74
H -1.79 1.23 2.82
H -2.24 -1.23 2.26
H -1.21 2.75 0.95
H -1.21 -2.03 0.05
H -1.18 3.25 -1.29
H -1.88 2.19 -2.38
H -0.91 -0.53 -1.71
H -0.12 2.16 -2.19
*
```

Properties
Highest occupied orbital energy   -9.0478 eV
HOMO-LUMO gap   0.36932 Ha
LUMO energy   1.002 eV
Structure (SMILES)   Cc1ccccc1.CC

How is the electron density shared among the atoms? According to Löwdin, the charges in e are: atom 1 (C): -0.16, atom 2 (C): -0.17, atom 3 (H): 0.06, atom 4 (H): 0.04, atom 5 (H): 0.06, atom 6 (H): 0.05, atom 7 (H): 0.06, atom 8 (H): 0.06, atom 9 (C): -0.06, atom 10 (C): -0.09, atom 11 (C): -0.10, atom 12 (C): -0.06, atom 13 (C): -0.28, atom 14 (C): -0.11, atom 15 (C): -0.06, atom 16 (H): 0.10, atom 17 (H): 0.10, atom 18 (H): 0.11, atom 19 (H): 0.10, atom 20 (H): 0.07, atom 21 (H): 0.08, atom 22 (H): 0.11, atom 23 (H): 0.08